# C4H11NO2

A 2-piece molecular cluster, C4H11NO2 overall (the ωB97M-V functional and the def2-TZVPD basis, the Open Molecules 2025 dataset).

Last column: Löwdin charge in e.
CARTESIAN COORDINATES (ANGSTROEM)
C  1.963  0.007  -1.196  0.040
C  1.067  -1.183  -1.415  -0.384
N  0.034  -1.489  -0.486  0.236
C  -0.095  -0.933  0.834  -0.157
C  -1.570  -0.442  1.049  -0.013
O  1.149  -1.938  -2.349  0.234
H  2.883  -0.192  -1.751  0.112
H  1.581  0.888  -1.709  0.116
H  2.296  0.111  -0.174  0.088
H  -0.538  -2.338  -0.599  0.201
H  0.520  -0.067  1.012  0.112
H  0.140  -1.647  1.627  0.156
H  -1.598  0.559  1.451  0.079
H  -2.073  -1.113  1.754  0.091
H  -2.223  -0.645  0.197  0.090
H  -1.618  2.841  0.394  0.005
H  -0.489  3.828  0.744  0.027
O  -1.431  3.753  0.617  -0.034

Values from the calculation:
Orbital gap (spin up / spin down) in eV: 10.69 / 5.41
Relative energy (zero: lowest compared OMol25 entry of this formula, charge and spin) in kJ/mol: 99.7
Total charge: +1
2S+1: 2